DFT (ωB97M-V/def2-TZVPD) results for a molecular structure, C47H70N6O7PW.

The geometry in XYZ format:
```
132
Properties=species:S:1:pos:R:3:forces:R:3
W -0.045042 0.471922 -0.340731 1.0 0.3 -0.4
C 2.225656 -1.782601 -0.721122 0.1 0.0 0.0
N 1.553801 -1.092043 0.425234 0.0 0.0 0.0
C 0.872435 -2.139951 1.238278 0.0 -0.1 -0.1
C 2.649882 -0.485609 1.255499 -0.1 0.0 0.1
C 2.700502 1.003753 1.064260 0.0 -0.1 0.0
N 1.327874 1.568692 1.155741 -0.2 0.0 0.1
C 1.433287 3.029743 0.860248 0.0 0.0 0.0
C 1.770632 3.376492 -0.571344 0.0 0.0 0.0
C 2.105123 4.692776 -0.831570 0.0 0.0 0.0
C 2.449910 5.118526 -2.110090 0.0 0.0 0.0
C 2.542676 4.150185 -3.110693 0.0 0.0 0.0
C 2.253262 2.805185 -2.913152 -0.1 0.0 0.0
C 1.788579 2.466222 -1.631906 0.0 0.0 -0.1
O 1.281584 1.194614 -1.404878 -0.3 0.0 0.2
C 2.509272 1.768548 -4.014182 0.0 0.0 0.0
C 2.962489 2.425617 -5.321754 0.0 0.0 0.0
C 1.256322 0.939601 -4.332799 0.0 0.0 0.0
C 3.638497 0.841272 -3.540196 0.0 0.0 0.0
C 2.748117 6.591604 -2.362795 0.0 0.0 0.0
C 3.968499 7.001451 -1.523288 0.0 0.0 0.0
C 1.527364 7.422632 -1.937862 0.0 0.0 0.0
C 3.045960 6.877557 -3.834649 0.0 0.0 0.0
C 0.835480 1.412322 2.570293 0.0 0.0 0.0
C -0.596426 1.800054 2.775751 0.0 0.1 -0.1
C -0.958399 2.818970 3.640857 0.0 0.0 0.0
C -2.297386 3.139508 3.830003 0.0 0.0 0.0
C -3.247065 2.390376 3.133080 0.0 0.0 0.0
C -2.944749 1.354580 2.252751 0.0 -0.1 0.0
C -1.581522 1.098465 2.097427 0.0 0.0 0.0
O -1.097179 0.188429 1.150684 -0.2 0.1 -0.1
C -4.051471 0.511740 1.605886 0.0 0.0 0.0
C -5.440800 1.080374 1.910904 0.0 0.0 0.0
C -3.922103 0.434977 0.077677 0.0 0.0 0.0
C -3.973182 -0.906662 2.193880 0.0 0.0 0.0
C -2.757230 4.251493 4.768086 0.0 0.0 0.0
C -1.577459 5.001788 5.385640 0.0 0.0 0.0
C -3.617031 5.251091 3.979982 0.0 0.0 0.0
C -3.591749 3.629996 5.898361 0.0 0.0 0.0
H 2.939452 -2.502856 -0.320680 0.0 0.0 0.0
H 2.757110 -1.048823 -1.321647 0.0 0.0 0.0
H 1.503509 -2.307220 -1.333248 0.0 0.0 0.0
H 1.622344 -2.781678 1.702521 0.0 0.0 0.0
H 0.238396 -2.733721 0.585205 0.0 0.0 0.0
H 0.253513 -1.682422 2.006109 0.1 0.0 0.0
H 3.603441 -0.932379 0.980406 0.0 0.0 0.0
H 2.477663 -0.742759 2.297424 0.0 0.0 0.0
H 3.123198 1.269718 0.098335 0.0 0.0 0.0
H 3.325388 1.463643 1.833566 0.0 0.0 0.0
H 2.230331 3.411947 1.505523 0.0 0.0 0.0
H 0.507988 3.511953 1.164178 0.0 0.0 0.0
H 2.090395 5.401900 -0.012036 0.0 0.0 0.0
H 2.874478 4.461882 -4.086573 0.0 0.0 0.0
H 2.202423 3.094812 -5.728898 0.0 0.0 0.0
H 3.148342 1.646858 -6.061541 0.0 0.0 0.0
H 3.891100 2.982968 -5.200819 0.0 0.0 0.0
H 0.407783 1.588180 -4.568495 0.0 0.0 0.0
H 0.988142 0.281565 -3.506798 0.0 0.0 0.0
H 1.447970 0.308662 -5.201697 0.0 0.0 0.0
H 4.563005 1.401709 -3.396827 0.0 0.0 0.0
H 3.826482 0.063944 -4.282382 0.0 0.0 0.0
H 3.388825 0.356769 -2.595067 0.0 0.0 0.0
H 3.788355 6.878281 -0.454140 0.0 0.0 0.0
H 4.197641 8.052981 -1.698599 0.0 0.0 0.0
H 4.847748 6.414403 -1.793858 0.0 0.0 0.0
H 1.314651 7.324559 -0.872428 0.0 0.0 0.0
H 0.635658 7.125426 -2.493377 0.0 0.0 0.0
H 1.715340 8.477477 -2.139176 0.0 0.0 0.0
H 3.958139 6.381773 -4.172660 0.0 0.0 0.0
H 3.193244 7.948829 -3.967802 0.0 0.0 0.0
H 2.220407 6.578396 -4.484187 0.0 0.0 0.0
H 1.487952 2.001456 3.218497 0.0 0.0 0.0
H 0.957911 0.367052 2.842830 0.0 0.0 0.0
H -0.183382 3.360363 4.167293 0.0 0.0 0.0
H -4.285997 2.631863 3.296193 0.0 0.0 0.0
H -5.543121 2.112345 1.571956 0.0 0.0 0.0
H -5.674274 1.038133 2.974886 0.0 0.0 0.0
H -6.193043 0.486702 1.390230 0.0 0.0 0.0
H -3.912951 1.433903 -0.366279 0.0 0.0 0.0
H -4.787687 -0.092747 -0.328814 0.0 0.0 0.0
H -3.033482 -0.111809 -0.234256 0.0 0.0 0.0
H -4.096648 -0.881014 3.277291 0.0 0.0 0.0
H -3.015332 -1.380794 1.966802 0.0 0.0 0.0
H -4.778630 -1.520001 1.778384 0.0 0.0 0.0
H -0.950141 5.471851 4.624550 0.0 0.0 0.0
H -0.956284 4.350456 6.003990 0.0 0.0 0.0
H -1.954104 5.794720 6.030832 0.0 0.0 0.0
H -3.068092 5.659092 3.128953 0.0 0.0 0.0
H -3.901141 6.080616 4.627846 0.0 0.0 0.0
H -4.537337 4.797843 3.608962 0.0 0.0 0.0
H -2.999659 2.922071 6.481023 0.0 0.0 0.0
H -4.470312 3.108511 5.515217 0.0 0.0 0.0
H -3.941138 4.413213 6.571802 0.0 0.0 0.0
O -3.421002 1.577954 -5.451810 0.0 0.0 0.0
C -2.742914 1.401117 -4.336748 0.0 0.0 0.0
C -2.480071 2.416883 -3.404417 0.0 0.0 0.0
C -1.771694 2.085759 -2.278516 0.1 0.0 0.0
N -1.323328 0.853873 -2.053121 -0.1 -0.1 0.1
C -1.561084 -0.115724 -2.940227 -0.1 0.0 0.0
C -2.266826 0.097261 -4.088112 0.0 0.0 0.0
C -0.989255 -1.404627 -2.459544 -0.1 0.0 0.1
O -1.057782 -2.469491 -2.981732 -0.1 0.0 0.0
O -0.380563 -1.203245 -1.263168 0.0 -0.1 0.1
C -1.411044 2.995936 -1.145434 -0.1 0.0 -0.1
O -1.652368 4.153821 -1.069537 0.0 0.0 0.0
O -0.791345 2.270684 -0.193784 0.0 0.0 0.0
H -3.723274 2.488435 -5.580365 0.0 0.0 0.0
H -2.820335 3.436133 -3.541632 0.0 0.0 0.0
H -2.448516 -0.700565 -4.795590 0.0 0.0 0.0
C -5.215515 -5.560595 -0.126124 0.0 0.0 0.0
N -4.070602 -6.066171 0.769487 0.0 0.0 0.0
C -3.158838 -6.955471 -0.098288 0.0 0.0 0.0
N -2.694274 -6.236870 -1.228115 0.0 0.0 0.0
C -3.817995 -5.762108 -2.031568 0.0 0.0 0.0
N -4.702750 -4.884750 -1.263618 0.0 0.0 0.0
C -4.066886 -3.609877 -0.928782 0.0 0.0 0.0
P -2.535434 -3.793328 0.113537 0.0 -0.2 0.0
C -3.302270 -4.928656 1.382072 0.0 0.0 0.0
C -1.759659 -5.162770 -0.886137 0.0 0.0 0.0
H -5.836297 -4.909554 0.488286 0.0 0.0 0.0
H -5.779297 -6.446091 -0.419161 0.0 0.0 0.0
H -4.470340 -6.636501 1.516767 0.0 0.0 0.0
H -3.772352 -7.803720 -0.401681 0.0 0.0 0.0
H -2.342729 -7.293458 0.538777 0.0 0.0 0.0
H -4.390391 -6.619908 -2.386286 0.0 0.0 0.0
H -3.436304 -5.218533 -2.893808 0.0 0.0 0.0
H -4.783318 -2.972112 -0.405565 0.0 0.0 0.0
H -3.802019 -3.098213 -1.856419 0.0 0.0 0.0
H -3.982122 -4.373675 2.030079 0.0 0.0 0.0
H -2.520429 -5.360409 2.008355 0.0 0.0 0.0
H -0.923155 -5.582929 -0.322210 0.0 0.0 0.0
H -1.347421 -4.741916 -1.804168 0.0 0.0 0.0
```
Forces are in eV/Å.

Values from the calculation:
charge = +3
lowest unoccupied orbital energy = -9.1 eV
energy relative to the best compared isomer or geometry (same formula, charge and spin) = 0.000 eV
max |F| = 1.1 eV/A
HOMO-LUMO gap = 6.1 eV
HOMO level = -0.559 Eh

***

DFT (ωB97M-V/def2-TZVPD) results for 10 unconnected molecules or ions with the total composition C31H52Cl4O24.

The geometry in XYZ format:
```
111
Properties=species:S:1:pos:R:3:forces:R:3
Cl -3.539704 4.971448 3.639448 0.1 -0.3 -0.1
C -1.947884 4.265448 3.246388 1.0 -0.3 0.6
C -0.984424 4.345888 4.456508 -0.6 0.0 -0.5
Cl -1.298704 2.934328 5.552198 0.0 0.7 0.0
H -1.552704 4.804878 2.385608 0.0 0.0 0.1
H -2.030544 3.203898 3.013188 -0.4 0.2 -0.3
H -1.142394 5.314298 4.931188 0.0 -0.4 0.5
H 0.073536 4.252648 4.211288 -0.2 0.0 -0.4
Cl 0.479966 2.290318 2.016438 -0.4 -0.4 -0.3
C 0.993126 0.990558 0.915058 1.2 -0.9 -0.1
C -0.061854 -0.060322 0.646588 -1.1 1.6 0.1
Cl 0.387196 -1.186082 -0.634892 0.7 -0.4 0.0
H 1.789016 0.446908 1.424078 0.3 0.4 0.0
H 1.420686 1.420588 0.009318 -0.2 0.2 0.2
H -0.941714 0.406028 0.203348 -0.3 0.0 0.6
H -0.260874 -0.548932 1.600388 -0.3 -0.4 -0.3
C 3.326196 4.317268 2.426808 -1.7 -1.4 0.6
C 3.321816 4.944368 1.060498 0.6 -1.7 -1.7
O 3.511556 6.282428 1.261768 0.6 2.2 0.3
C 3.568096 6.584688 2.555918 -0.8 0.3 1.2
O 3.678026 7.694248 2.990058 0.1 -1.4 0.0
O 3.329086 5.405608 3.290478 1.2 2.6 0.4
H 4.103726 3.578338 2.620498 0.6 0.5 -0.1
H 2.409646 3.789528 2.690478 0.0 -0.1 -0.5
H 2.428466 4.882858 0.439008 -0.1 -0.7 0.2
H 4.191706 4.575028 0.517378 -0.3 -0.2 -0.4
C 7.088266 0.879638 1.530738 0.2 -0.6 -0.3
C 6.242176 -0.287842 1.986248 2.3 0.2 1.6
O 5.037126 0.002118 1.433368 -3.1 -0.6 -1.5
C 4.946496 1.307458 1.117768 -4.2 0.4 -3.4
O 3.960106 1.788798 0.465868 4.0 -1.6 3.2
O 6.056826 1.892428 1.435508 1.4 1.8 0.6
H 7.462936 0.794848 0.510678 0.2 -0.3 0.1
H 7.903526 1.036668 2.236978 -0.3 0.9 -0.1
H 6.143566 -0.203482 3.068498 0.1 -0.2 0.3
H 6.672096 -1.267082 1.775688 -0.4 0.0 -0.5
C -5.188874 2.000678 -1.757482 -0.2 -0.6 -1.1
C -4.149364 2.298958 -0.764732 -1.7 2.2 5.0
O -2.890804 2.105658 -1.268992 1.1 0.2 -0.3
C -3.033394 1.319408 -2.283632 -0.1 -2.5 -2.2
O -2.084924 0.763578 -2.820772 -1.6 0.8 0.1
O -4.400324 1.147218 -2.595262 2.6 -0.1 -1.1
H -5.596864 2.868648 -2.275432 0.3 0.0 -0.4
H -6.024814 1.379828 -1.435212 0.2 0.2 0.5
H -4.301434 1.670518 0.112778 0.3 -0.4 -0.1
H -4.137584 3.302468 -0.339372 -0.4 0.2 -0.3
C -3.827624 -0.513382 4.088768 0.3 -0.1 1.1
C -3.039964 0.654718 3.554668 0.4 -0.2 0.5
O -3.178754 0.483918 2.142738 1.7 1.6 -0.6
C -4.102094 -0.396292 1.878128 -2.1 -1.0 -4.5
O -4.554174 -0.673622 0.747118 1.6 1.0 2.8
O -4.556064 -0.919952 2.960138 -1.9 -1.7 1.4
H -4.462864 -0.146812 4.895118 -0.4 -0.4 -0.2
H -3.259754 -1.374342 4.441408 0.2 0.2 0.0
H -1.991334 0.600238 3.847088 0.0 0.3 -0.2
H -3.520124 1.572728 3.893488 0.3 0.2 -0.4
C 3.413606 -1.727392 4.160418 0.6 -0.1 1.3
C 2.964806 -2.982692 4.894288 -0.4 -0.1 -0.6
O 1.497656 -2.991712 4.639998 1.1 1.3 0.2
C 1.150276 -1.670692 4.311328 -0.8 -2.3 -0.8
O 0.036776 -1.288142 4.068028 0.9 -0.3 0.7
O 2.249966 -0.974592 4.131328 -0.7 2.2 -0.7
H 3.814346 -1.926872 3.166578 -0.2 0.1 -0.1
H 4.092856 -1.114382 4.752818 0.5 -0.3 -0.2
H 3.163296 -2.967782 5.965958 -0.2 0.1 -0.1
H 3.500156 -3.809152 4.426878 -0.7 -0.5 0.2
C -0.044484 -4.005102 1.609938 0.7 0.3 -1.3
C -1.214824 -4.269842 0.614198 1.2 0.9 1.8
O -2.349804 -4.296722 1.469338 -2.2 -1.0 -0.7
C -3.585474 -4.647702 0.969018 -0.4 -0.4 -1.7
O -3.922794 -4.821002 -0.219442 1.4 0.7 3.7
O -4.394234 -4.801042 2.059308 1.6 0.6 -0.9
C -5.760844 -4.805562 1.791838 -2.1 -0.1 -0.6
H 0.149256 -4.796582 2.333908 -0.4 -0.1 -0.1
H 0.016016 -3.041832 2.116438 -0.9 0.0 0.1
H 0.832426 -3.932192 0.966648 0.4 -0.4 -0.1
H -0.959064 -5.208112 0.121928 -0.7 -0.1 -0.2
H -1.318264 -3.433482 -0.077102 0.0 -0.2 -0.2
H -6.154184 -3.886832 1.356748 0.6 0.4 0.0
H -6.336584 -4.932282 2.708658 0.5 -0.2 0.2
H -6.067534 -5.571302 1.079318 0.3 -0.3 0.1
C 2.630536 0.563558 -3.875272 2.6 -0.2 -1.2
C 1.272556 0.715508 -3.354932 -2.0 1.4 2.0
O 0.507186 1.340268 -4.356862 0.3 0.2 0.5
C 0.194356 2.723398 -4.195542 -1.6 3.1 0.5
O 0.408776 3.402628 -3.205262 0.1 -2.3 -1.8
O -0.407904 3.134398 -5.321422 1.0 -3.0 0.8
C -0.999584 4.416828 -5.405462 -0.3 0.8 0.7
H 3.330376 0.091248 -3.185892 -0.6 -0.5 0.3
H 3.062546 1.560808 -3.958732 -0.2 0.1 -0.5
H 2.607096 0.018388 -4.818852 0.4 0.2 0.0
H 1.238926 1.249308 -2.405182 -0.1 0.5 -0.3
H 0.845796 -0.254362 -3.099352 -0.6 -0.8 -0.6
H -1.233384 4.626638 -6.449212 0.9 0.0 0.0
H -0.323904 5.073308 -4.857192 -0.3 0.6 -0.6
H -1.985894 4.446868 -4.942452 0.1 -0.4 0.5
C -0.188434 -3.756232 -8.806262 -0.7 -0.5 0.8
C -0.779514 -4.387572 -7.499032 1.0 1.5 -0.7
O 0.061896 -3.911202 -6.409672 -0.6 0.1 1.5
C -0.415864 -4.151322 -5.151702 -1.4 -3.6 -0.6
O -1.388504 -4.935242 -4.923612 3.5 3.7 -0.2
O 0.498336 -3.635552 -4.280532 -0.6 0.2 -2.0
C 0.175796 -3.567092 -2.918232 -0.5 -0.2 0.3
H -0.845804 -4.061142 -9.620512 0.3 -0.4 -0.2
H 0.841776 -4.084432 -8.944282 -0.2 -0.1 -0.2
H -0.213694 -2.667822 -8.859362 0.0 0.0 0.6
H -0.710384 -5.474082 -7.552172 -0.4 0.1 0.2
H -1.771064 -3.980412 -7.301202 -0.1 -0.6 -0.2
H 0.094846 -4.589952 -2.550402 -0.3 0.2 0.4
H -0.726394 -2.966702 -2.801262 -0.2 -0.4 0.3
H 0.983186 -3.030992 -2.419422 0.2 -0.3 -0.2
```
Forces are in eV/Å.

Values from the calculation:
charge = +1
lowest unoccupied orbital energy (alpha / beta) = -2.1 / -9.4 eV
multiplicity = 2
max |F| = 5.7 eV/A
HOMO-LUMO gap (alpha / beta) = 10.0 / 2.7 eV
HOMO level (alpha / beta) = -0.444 / -0.444 Eh
expectation value of S² = 0.757